180
Properties=species:S:1:pos:R:3:forces:R:3 method="wB97M-V/def2-TZVPD" total_energy_ha=-3727.80439 total_charge=-1 e_homo_ev="0.0 / -7.2" e_above_lowest_kj_mol=0.00 lumo_ha="0.075 / 0.074" s2=0.75 multiplicity=2
C 2.3767 -7.7862 -25.5786 0.35 -0.36 0.07
C 1.9577 -6.4405 -26.0957 -0.02 -0.42 -0.48
O 1.1818 -6.3337 -27.0621 0.32 0.43 0.59
N 2.5413 -5.4177 -25.4502 -1.83 0.65 -0.53
C 2.2898 -4.0239 -25.8333 1.16 -0.39 -0.38
H 2.7201 -7.7070 -24.5471 -0.14 -0.32 -0.01
H 3.2121 -8.1619 -26.1693 0.23 0.22 -0.09
H 1.6200 -8.5597 -25.7096 -0.26 0.34 0.26
H 3.2400 -5.6121 -24.7473 0.23 0.01 0.39
H 1.3493 -3.8143 -26.3429 -0.01 -0.63 0.10
H 3.1143 -3.8228 -26.5173 -0.14 0.76 -0.27
H 2.3712 -3.3280 -24.9983 0.03 -0.35 0.23
C 1.1334 -9.3571 -20.9190 1.40 -0.71 0.96
C 2.1023 -10.2562 -21.6625 -1.35 0.72 -1.73
O 2.3689 -9.9435 -22.8171 0.92 -0.75 0.22
N 2.4651 -11.4222 -21.0624 0.56 0.24 -0.07
C 3.3323 -12.4205 -21.6984 -0.73 -0.56 0.01
H 1.6134 -9.2540 -19.9459 -0.62 0.28 0.50
H 0.1768 -9.8736 -20.8396 -0.10 0.34 0.03
H 1.1163 -8.3544 -21.3460 -0.29 -0.44 -0.18
H 2.0882 -11.5532 -20.1346 0.41 -0.25 -0.16
H 2.8165 -12.8959 -22.5327 -0.10 0.26 -0.26
H 3.5069 -13.2574 -21.0222 0.08 0.31 0.35
H 4.2947 -12.0768 -22.0776 -0.18 0.50 0.28
C 2.0860 -3.6660 -15.6989 -0.16 -1.09 0.75
C 1.1617 -2.6102 -15.1168 -0.24 0.74 -3.19
O 0.4527 -1.9933 -15.9260 -0.15 -0.29 0.98
N 1.2321 -2.3327 -13.8265 1.01 -1.04 0.72
C 0.4023 -1.4727 -13.0564 -0.31 0.55 0.20
H 1.5760 -4.2518 -16.4638 -0.22 0.57 -0.33
H 2.2970 -4.4551 -14.9772 0.44 0.13 0.43
H 3.0220 -3.2981 -16.1192 -0.17 0.28 0.11
H 1.9875 -2.7830 -13.3298 -0.25 -0.12 -0.01
H 1.0164 -0.6290 -12.7416 -0.29 0.22 0.30
H 0.0167 -2.0305 -12.2030 -0.03 0.16 0.10
H -0.4525 -1.1030 -13.6227 0.23 -0.16 -0.19
C 7.7820 -6.7318 -16.4230 -0.11 -0.29 0.30
C 6.3252 -6.9343 -16.7750 -0.23 -0.72 -0.20
O 5.7523 -8.0313 -16.6739 0.42 0.77 0.06
N 5.7837 -5.8387 -17.3209 -2.49 0.44 0.29
C 4.3390 -5.6817 -17.7676 1.62 -0.55 -0.66
H 7.9509 -7.0373 -15.3904 0.04 -0.06 -0.01
H 8.1093 -5.7004 -16.5540 0.02 -0.10 -0.06
H 8.3517 -7.3935 -17.0753 0.13 0.05 0.03
H 6.1926 -4.9700 -17.0072 0.21 0.13 -0.41
H 4.0247 -6.5304 -18.3750 0.26 -0.10 0.14
H 4.4113 -4.8411 -18.4578 -0.43 0.23 0.16
H 3.5624 -5.5403 -17.0159 0.51 0.13 0.38
C -1.1075 -5.8958 -15.2833 1.26 -0.29 -0.26
C -0.7435 -5.2791 -13.9544 -1.84 0.70 2.04
O -1.4101 -4.3191 -13.5647 0.50 0.42 0.03
N 0.2228 -5.8408 -13.1622 -0.63 -0.06 -1.50
C 0.7791 -5.3789 -11.8890 -0.09 -0.40 -1.01
H -1.9990 -5.5216 -15.7865 -0.03 0.27 0.77
H -1.1536 -6.9849 -15.2817 0.27 -0.02 0.07
H -0.2679 -5.5561 -15.8898 0.11 -0.43 -0.49
H 0.5669 -6.6951 -13.5769 0.64 -0.29 0.35
H 0.3588 -4.4276 -11.5629 -0.20 -0.21 -0.18
H 1.8521 -5.2679 -12.0452 0.15 0.16 0.23
H 0.6380 -6.1599 -11.1418 -0.12 0.18 0.17
C -5.6446 -7.1777 -22.8346 0.98 0.07 -0.34
C -4.3212 -7.4926 -22.0983 -0.91 0.26 -1.55
O -4.3421 -7.6051 -20.8968 -0.11 -0.06 2.50
N -3.1935 -7.6116 -22.8003 0.93 0.11 1.40
C -1.8814 -7.8028 -22.0812 -1.13 0.45 -1.44
H -6.4739 -7.7779 -22.4603 0.28 -0.26 -0.06
H -5.4948 -7.2795 -23.9095 -0.29 -0.13 -0.05
H -5.9250 -6.1409 -22.6488 0.21 0.13 0.11
H -3.2072 -7.5894 -23.8100 0.05 0.14 -0.54
H -1.1209 -7.4518 -22.7787 0.15 -0.47 -0.15
H -1.7812 -8.8631 -21.8493 0.33 0.21 0.20
H -1.7429 -7.1407 -21.2264 -0.60 -0.28 0.17
C 0.3336 -0.9659 -27.3429 -0.74 -0.32 0.65
C -0.4736 -1.3851 -26.0904 -0.48 0.45 -1.37
O -1.6697 -1.5936 -26.2151 0.11 -0.06 0.57
N 0.2512 -1.5076 -24.9681 0.46 0.35 -0.29
C -0.2765 -1.7241 -23.6390 -0.06 -0.22 0.33
H -0.0445 -0.0252 -27.7434 -0.03 0.06 0.27
H 0.0390 -1.7238 -28.0688 0.61 -0.03 -0.18
H 1.4027 -0.8780 -27.1496 0.02 -0.22 -0.33
H 1.2083 -1.2422 -25.1515 -0.05 -0.15 0.85
H -0.1933 -2.7556 -23.2966 0.09 -0.16 -0.18
H -1.3412 -1.4918 -23.6162 0.10 0.16 -0.12
H 0.2604 -1.1140 -22.9126 -0.08 0.15 -0.10
C -1.7399 -7.9087 -27.2887 0.29 -0.51 -2.18
C -2.1467 -7.1332 -26.1382 -1.26 -0.63 1.70
O -3.1577 -7.5862 -25.5500 0.58 1.43 0.40
N -1.3647 -6.0987 -25.8096 -0.76 -0.23 0.78
C -1.5690 -5.1212 -24.7434 -0.23 0.50 -0.07
H -1.5979 -7.2427 -28.1398 0.52 -0.09 -0.13
H -2.5726 -8.5562 -27.5632 0.25 -0.17 0.20
H -0.8340 -8.4797 -27.0853 0.02 0.08 -0.18
H -0.5642 -5.9946 -26.4166 0.35 0.21 0.01
H -0.7782 -5.0471 -23.9970 0.52 -0.36 -0.32
H -2.4438 -5.2713 -24.1106 -0.26 -0.40 -0.54
H -1.6596 -4.1484 -25.2266 -0.08 0.18 0.20
C 2.1860 -8.3045 -16.5790 0.96 -0.25 0.76
C 2.4054 -8.3699 -15.0576 -0.88 0.55 -0.96
O 1.4390 -8.1852 -14.3124 0.39 -0.35 0.31
N 3.6589 -8.5487 -14.6202 0.57 -0.02 1.01
C 4.0015 -8.5747 -13.1985 -0.23 -0.67 0.13
H 1.6845 -7.3635 -16.8049 -0.02 -0.25 -0.13
H 1.6086 -9.1562 -16.9387 -0.31 0.13 0.25
H 3.1453 -8.3584 -17.0938 -0.01 0.24 -0.10
H 4.4426 -8.5032 -15.2556 -0.09 0.00 -0.50
H 4.9562 -9.0732 -13.0306 0.15 0.11 -0.44
H 3.2903 -9.1976 -12.6560 -0.27 0.21 -0.06
H 4.0613 -7.6091 -12.6964 -0.20 0.24 -0.29
C -0.5482 -5.7803 -18.6662 -0.47 -0.33 -0.62
C 0.5687 -6.1042 -19.6193 2.98 -0.81 1.37
O 1.5433 -6.7992 -19.1917 -1.91 1.33 -1.38
N 0.5906 -5.4751 -20.8168 -0.44 -0.20 1.03
C 1.7748 -5.4417 -21.6473 0.07 -1.07 0.19
H -0.6092 -6.5133 -17.8617 0.18 0.03 -0.21
H -1.4908 -5.7822 -19.2135 -0.26 0.28 0.12
H -0.3555 -4.7932 -18.2460 -0.13 0.10 0.01
H -0.2106 -4.8881 -21.0003 -0.13 0.21 -0.42
H 2.6806 -5.3121 -21.0550 -0.10 0.74 0.15
H 1.6432 -4.7258 -22.4586 0.19 -0.08 0.14
H 1.9622 -6.4477 -22.0228 -0.17 0.00 -0.64
C -4.2941 -11.5704 -16.1588 0.66 1.47 -0.80
C -3.5080 -10.3762 -16.8119 -0.47 1.17 3.58
O -3.3382 -9.3256 -16.1645 -0.14 -1.35 -0.86
N -3.0910 -10.5482 -18.0369 0.39 -1.13 -1.41
C -2.3368 -9.6406 -18.8736 -0.50 0.34 -0.17
H -5.2785 -11.1175 -16.0417 -0.22 -0.54 0.12
H -3.8811 -11.7976 -15.1759 0.02 0.11 -0.16
H -4.2891 -12.4525 -16.7991 -0.25 -0.02 0.12
H -3.3543 -11.4309 -18.4511 0.22 0.23 -0.08
H -2.7804 -9.8361 -19.8498 0.75 0.42 -0.34
H -1.2576 -9.7760 -18.8021 0.00 -0.42 -0.21
H -2.4924 -8.5880 -18.6371 -0.46 -0.18 0.20
C -4.4551 -6.3313 -17.6649 0.70 0.08 -0.26
C -5.8937 -5.9472 -17.8476 -1.13 1.42 1.56
O -6.5453 -5.4589 -16.9059 0.52 -0.71 -1.13
N -6.4113 -6.1432 -19.0755 0.86 -0.45 -0.11
C -7.7814 -6.0350 -19.4946 0.08 -0.10 -0.31
H -3.9006 -6.4851 -18.5907 -0.35 -0.50 -0.25
H -4.4268 -7.2282 -17.0461 0.23 -0.03 -0.01
H -3.8602 -5.5493 -17.1930 -0.52 0.15 0.46
H -5.7513 -6.5606 -19.7160 -0.14 -0.27 -0.31
H -7.7661 -6.2363 -20.5657 -0.17 0.20 -0.08
H -8.1971 -5.0428 -19.3194 0.01 -0.07 0.13
H -8.4207 -6.8052 -19.0630 -0.06 0.11 0.33
C -4.2985 -3.9175 -20.5901 0.76 0.69 0.17
C -2.8090 -3.4995 -20.6977 0.38 0.33 -0.39
O -2.0454 -4.0537 -21.4904 0.15 -0.43 0.02
N -2.3925 -2.4709 -19.9072 -0.03 -0.13 -0.22
C -1.0039 -1.9896 -19.6546 -0.43 -0.79 -0.44
H -4.8016 -3.2256 -19.9145 -0.20 -0.31 0.13
H -4.3899 -4.9503 -20.2539 0.29 0.16 0.25
H -4.8115 -3.9055 -21.5517 0.36 0.26 -0.21
H -3.1334 -2.1009 -19.3291 0.19 0.17 0.55
H -0.7896 -0.9767 -19.9953 -0.61 0.20 0.10
H -0.2611 -2.5767 -20.1947 -0.32 -0.43 -0.04
H -0.7691 -2.0779 -18.5938 -0.08 0.13 0.05
C -2.8433 -2.8545 -16.1004 0.11 1.06 -0.25
C -3.8088 -1.8021 -16.6154 1.54 -3.00 -1.42
O -4.1859 -1.8348 -17.7767 -0.62 0.42 -1.09
N -4.1404 -0.8370 -15.8204 -1.43 1.64 1.50
C -3.9786 -0.8137 -14.3830 0.54 0.86 0.09
H -2.0312 -2.2694 -15.6688 0.13 -0.44 0.70
H -2.3606 -3.3463 -16.9450 -0.50 -0.26 -0.03
H -3.3219 -3.5416 -15.4025 0.34 0.04 0.04
H -4.7755 -0.1855 -16.2589 -0.04 0.07 0.24
H -3.0514 -0.2794 -14.1761 0.13 -0.04 0.38
H -3.9190 -1.7883 -13.8984 -0.22 -0.01 -0.32
H -4.7843 -0.2127 -13.9613 -0.05 -0.25 0.10
C 4.8339 -3.7392 -22.6419 0.58 -1.02 -0.17
C 5.3090 -5.1571 -23.0432 1.27 1.13 0.39
O 4.5634 -5.8920 -23.6447 -1.04 -1.45 -0.68
N 6.5976 -5.4983 -22.7730 -1.00 2.52 -0.40
C 7.2225 -6.7852 -23.0176 -1.25 0.90 1.19
H 4.4220 -3.7640 -21.6330 0.18 0.09 0.09
H 4.0267 -3.4731 -23.3245 0.15 0.11 -0.02
H 5.6658 -3.0379 -22.7072 -0.19 0.16 0.15
H 7.0705 -4.7552 -22.2787 0.45 -0.41 0.14
H 8.2978 -6.6248 -23.0965 -0.17 -0.37 -0.23
H 6.7005 -7.2265 -23.8666 0.47 -0.22 0.05
H 6.9265 -7.2400 -22.0723 0.74 -1.42 -0.30